Here is a molecular structure, C21H12Cl3N5O2RhS from the OMol25 dataset. Energies are from ωB97M-V/def2-TZVPD.

XYZ file:
```
45
Properties=species:S:1:pos:R:3:forces:R:3
Rh -0.15369 -0.11659 0.67561 -0.1 -0.1 0.1
O -0.17557 3.30719 -1.52168 0.0 0.0 -0.1
C 0.07133 2.32618 -0.85644 -0.1 0.1 0.1
N -0.76452 1.26206 -0.59697 0.0 0.0 -0.1
C -2.02498 1.07690 -1.06341 0.0 0.0 0.0
C -2.68522 1.88627 -2.01568 0.0 0.0 0.0
C -3.95800 1.56422 -2.39442 0.0 0.0 0.0
C -4.62809 0.44510 -1.84859 0.0 0.0 0.0
C -4.02938 -0.36125 -0.92122 0.0 0.0 0.0
C -2.71175 -0.06940 -0.50459 0.0 0.0 0.0
N -1.99162 -0.76740 0.41356 0.0 0.0 0.0
C -2.40405 -1.85720 1.14069 -0.1 0.1 0.0
O -3.47872 -2.41839 1.08829 0.0 0.0 0.0
C -1.33466 -2.30539 2.10986 0.0 0.0 0.0
C -1.56636 -3.40362 2.91651 0.0 0.0 0.0
C -0.57328 -3.81619 3.78767 0.0 0.0 0.0
C 0.61869 -3.11063 3.82645 0.0 0.0 0.0
C 0.77540 -2.02064 2.99036 0.0 0.0 0.0
N -0.17599 -1.61898 2.14996 0.0 0.0 0.0
C 1.40054 2.16703 -0.15156 0.1 0.0 0.0
C 2.40466 3.08607 -0.39125 0.0 0.0 0.0
C 3.64446 2.88701 0.18919 0.0 0.0 0.0
C 3.83400 1.77920 0.99853 0.0 0.0 0.0
C 2.77248 0.91938 1.21242 0.0 0.0 0.0
N 1.57504 1.10728 0.66161 0.0 0.0 0.0
H -2.16665 2.73474 -2.43045 0.0 0.0 0.0
H -4.46261 2.17360 -3.13255 0.0 0.0 0.0
H -5.63374 0.21928 -2.17790 0.0 0.0 0.0
H -4.53189 -1.21904 -0.50616 0.0 0.0 0.0
H -2.51669 -3.91057 2.82971 0.0 0.0 0.0
H -0.72389 -4.67732 4.42478 0.0 0.0 0.0
H 1.42377 -3.39789 4.48754 0.0 0.0 0.0
H 1.69374 -1.45050 2.98175 0.0 0.0 0.0
H 2.19570 3.91117 -1.05608 0.0 0.0 0.0
H 4.45719 3.57441 -0.00227 0.0 0.0 0.0
H 4.79123 1.57058 1.45445 0.0 0.0 0.0
H 2.88308 0.03762 1.82821 0.0 0.0 0.0
S 0.44281 -2.92211 -0.70446 0.0 0.1 0.1
C 0.87611 -1.36301 -1.07494 0.1 -0.1 -0.2
Cl 2.61984 2.39864 -3.76278 0.0 0.0 0.0
C 2.95322 0.70878 -3.30860 -0.1 0.0 0.0
Cl 4.61752 0.66057 -2.56251 0.0 0.0 0.0
Cl 3.01421 -0.28797 -4.79477 0.0 0.0 0.0
C 1.94997 0.25145 -2.35871 0.1 0.0 0.0
N 1.67635 -0.96060 -2.02915 -0.1 0.1 0.1
```
Positions in Å, forces in eV/Å.

Values from the calculation:
Orbital gap (spin up / spin down): 5.60 / 5.95 eV
Charge: 0
Energy relative to the best compared isomer or geometry (same formula, charge and spin): 0.007 eV
Energy: -3120.8983 Eh
HOMO level (spin up / spin down): -6.2 / -8.6 eV
Multiplicity: 6

---

Here is 2 unconnected molecules or ions with the total composition C21H12F6N3O8S2 at a distorted geometry from the OMol25 dataset. Energies are from ωB97M-V/def2-TZVPD.

XYZ file:
```
52
Properties=species:S:1:pos:R:3:forces:R:3
F 5.41502 0.64862 1.51382 0.0 -0.8 0.5
C 4.89628 -0.39477 2.23152 -0.4 0.2 0.0
F 5.29762 -1.55563 1.62679 0.0 0.8 0.5
F 5.50281 -0.35553 3.46701 -0.1 -0.1 -1.0
C 3.39590 -0.29645 2.33323 0.8 -0.1 -0.3
C 2.63045 -1.46198 2.35605 -0.2 0.2 0.2
C 1.26325 -1.37169 2.54063 -0.3 0.2 0.4
C 0.61079 -0.11574 2.71887 0.2 -0.2 -0.2
C -0.75590 -0.06537 3.18094 -0.7 0.0 -0.2
S -2.03721 0.91085 2.58975 0.3 -1.5 0.4
C -3.49302 -0.13595 2.45298 -0.6 -0.2 -0.3
C -4.07113 -0.37268 1.19939 -0.1 -0.1 0.4
C -5.34592 -0.95103 1.12119 0.3 0.0 0.2
C -6.03370 -1.29730 2.28897 0.2 0.0 -0.1
C -5.44873 -1.07128 3.53970 0.4 0.1 -0.2
C -4.18090 -0.48410 3.62314 -0.3 -0.2 -0.2
O -2.56534 1.80522 3.61157 0.2 0.8 0.0
O -1.74830 1.43027 1.27237 0.1 0.5 0.0
C 1.41870 1.03889 2.55866 -0.3 0.1 0.2
C 2.79126 0.95770 2.41156 -0.1 -0.2 -0.1
H 3.11624 -2.42742 2.23874 -0.1 0.1 0.0
H 0.65498 -2.27368 2.61662 0.2 0.2 -0.1
H -1.14046 -0.93814 3.71590 0.0 0.3 -0.3
H -3.53665 -0.06842 0.30075 -0.1 0.0 0.2
H -5.78623 -1.11469 0.13509 0.0 0.0 0.4
H -7.02474 -1.74850 2.23048 0.2 0.1 0.0
H -5.97286 -1.33764 4.45912 0.1 0.1 -0.3
H -3.74490 -0.26640 4.59865 -0.1 0.0 -0.3
H 0.95225 2.01702 2.64838 0.2 -0.3 -0.2
H 3.39168 1.86744 2.36606 -0.2 -0.3 0.0
O 0.05214 1.06171 8.97888 0.1 -0.1 -0.7
S 0.29706 0.86639 7.57093 -0.3 0.6 -0.7
O 1.62135 0.75839 7.00825 -1.0 0.0 0.5
C -0.57074 -0.73895 7.13253 -0.1 -0.6 -0.7
F -0.12338 -1.69756 7.95931 -0.3 0.5 -0.3
F -1.91143 -0.62473 7.25734 1.0 0.0 0.0
F -0.28494 -1.10600 5.86322 -0.2 0.4 1.3
C -0.64179 2.12505 6.64886 0.6 -0.4 -1.2
C -0.35276 2.34820 5.28789 0.4 -0.3 0.9
C -0.87801 3.53057 4.74362 -0.2 1.1 -1.0
N -0.59275 4.18158 3.55359 -0.4 -0.6 0.7
O 0.21030 3.96900 2.65974 -1.0 0.6 0.9
O -1.45932 5.29458 3.48878 0.5 -1.0 0.1
N -2.28626 5.35032 4.59547 1.1 -1.8 0.9
C -1.90144 4.29257 5.35385 -0.8 2.0 -0.3
C -2.29562 3.95306 6.70141 0.9 -1.6 0.0
N -3.36631 4.59859 7.43170 -1.7 0.5 1.6
O -4.11042 5.45157 6.91327 1.9 -1.6 0.3
O -3.52052 4.20887 8.61600 0.3 0.8 -1.9
C -1.61676 2.88309 7.32348 -0.9 1.4 -0.3
H 0.19434 1.64276 4.65796 0.3 0.2 0.4
H -1.85722 2.63139 8.35412 0.0 0.1 -0.2
```
Positions in Å, forces in eV/Å.

Values from the calculation:
Orbital gap: 4.39 eV
Charge: -1
Energy: -2968.9782 Eh
HOMO level: -4.2 eV
Multiplicity: 1

---

Please write out number 1 again, unchanged.
Here is a molecular structure, C21H12Cl3N5O2RhS from the OMol25 dataset. Energies are from ωB97M-V/def2-TZVPD.

XYZ file:
```
45
Properties=species:S:1:pos:R:3:forces:R:3
Rh -0.15369 -0.11659 0.67561 -0.1 -0.1 0.1
O -0.17557 3.30719 -1.52168 0.0 0.0 -0.1
C 0.07133 2.32618 -0.85644 -0.1 0.1 0.1
N -0.76452 1.26206 -0.59697 0.0 0.0 -0.1
C -2.02498 1.07690 -1.06341 0.0 0.0 0.0
C -2.68522 1.88627 -2.01568 0.0 0.0 0.0
C -3.95800 1.56422 -2.39442 0.0 0.0 0.0
C -4.62809 0.44510 -1.84859 0.0 0.0 0.0
C -4.02938 -0.36125 -0.92122 0.0 0.0 0.0
C -2.71175 -0.06940 -0.50459 0.0 0.0 0.0
N -1.99162 -0.76740 0.41356 0.0 0.0 0.0
C -2.40405 -1.85720 1.14069 -0.1 0.1 0.0
O -3.47872 -2.41839 1.08829 0.0 0.0 0.0
C -1.33466 -2.30539 2.10986 0.0 0.0 0.0
C -1.56636 -3.40362 2.91651 0.0 0.0 0.0
C -0.57328 -3.81619 3.78767 0.0 0.0 0.0
C 0.61869 -3.11063 3.82645 0.0 0.0 0.0
C 0.77540 -2.02064 2.99036 0.0 0.0 0.0
N -0.17599 -1.61898 2.14996 0.0 0.0 0.0
C 1.40054 2.16703 -0.15156 0.1 0.0 0.0
C 2.40466 3.08607 -0.39125 0.0 0.0 0.0
C 3.64446 2.88701 0.18919 0.0 0.0 0.0
C 3.83400 1.77920 0.99853 0.0 0.0 0.0
C 2.77248 0.91938 1.21242 0.0 0.0 0.0
N 1.57504 1.10728 0.66161 0.0 0.0 0.0
H -2.16665 2.73474 -2.43045 0.0 0.0 0.0
H -4.46261 2.17360 -3.13255 0.0 0.0 0.0
H -5.63374 0.21928 -2.17790 0.0 0.0 0.0
H -4.53189 -1.21904 -0.50616 0.0 0.0 0.0
H -2.51669 -3.91057 2.82971 0.0 0.0 0.0
H -0.72389 -4.67732 4.42478 0.0 0.0 0.0
H 1.42377 -3.39789 4.48754 0.0 0.0 0.0
H 1.69374 -1.45050 2.98175 0.0 0.0 0.0
H 2.19570 3.91117 -1.05608 0.0 0.0 0.0
H 4.45719 3.57441 -0.00227 0.0 0.0 0.0
H 4.79123 1.57058 1.45445 0.0 0.0 0.0
H 2.88308 0.03762 1.82821 0.0 0.0 0.0
S 0.44281 -2.92211 -0.70446 0.0 0.1 0.1
C 0.87611 -1.36301 -1.07494 0.1 -0.1 -0.2
Cl 2.61984 2.39864 -3.76278 0.0 0.0 0.0
C 2.95322 0.70878 -3.30860 -0.1 0.0 0.0
Cl 4.61752 0.66057 -2.56251 0.0 0.0 0.0
Cl 3.01421 -0.28797 -4.79477 0.0 0.0 0.0
C 1.94997 0.25145 -2.35871 0.1 0.0 0.0
N 1.67635 -0.96060 -2.02915 -0.1 0.1 0.1
```
Positions in Å, forces in eV/Å.

Values from the calculation:
Orbital gap (spin up / spin down): 5.60 / 5.95 eV
Charge: 0
Energy relative to the best compared isomer or geometry (same formula, charge and spin): 0.007 eV
Energy: -3120.8983 Eh
HOMO level (spin up / spin down): -6.2 / -8.6 eV
Multiplicity: 6

---

What did the first record say?
Here is a molecular structure, C21H12Cl3N5O2RhS from the OMol25 dataset. Energies are from ωB97M-V/def2-TZVPD.

XYZ file:
```
45
Properties=species:S:1:pos:R:3:forces:R:3
Rh -0.15369 -0.11659 0.67561 -0.1 -0.1 0.1
O -0.17557 3.30719 -1.52168 0.0 0.0 -0.1
C 0.07133 2.32618 -0.85644 -0.1 0.1 0.1
N -0.76452 1.26206 -0.59697 0.0 0.0 -0.1
C -2.02498 1.07690 -1.06341 0.0 0.0 0.0
C -2.68522 1.88627 -2.01568 0.0 0.0 0.0
C -3.95800 1.56422 -2.39442 0.0 0.0 0.0
C -4.62809 0.44510 -1.84859 0.0 0.0 0.0
C -4.02938 -0.36125 -0.92122 0.0 0.0 0.0
C -2.71175 -0.06940 -0.50459 0.0 0.0 0.0
N -1.99162 -0.76740 0.41356 0.0 0.0 0.0
C -2.40405 -1.85720 1.14069 -0.1 0.1 0.0
O -3.47872 -2.41839 1.08829 0.0 0.0 0.0
C -1.33466 -2.30539 2.10986 0.0 0.0 0.0
C -1.56636 -3.40362 2.91651 0.0 0.0 0.0
C -0.57328 -3.81619 3.78767 0.0 0.0 0.0
C 0.61869 -3.11063 3.82645 0.0 0.0 0.0
C 0.77540 -2.02064 2.99036 0.0 0.0 0.0
N -0.17599 -1.61898 2.14996 0.0 0.0 0.0
C 1.40054 2.16703 -0.15156 0.1 0.0 0.0
C 2.40466 3.08607 -0.39125 0.0 0.0 0.0
C 3.64446 2.88701 0.18919 0.0 0.0 0.0
C 3.83400 1.77920 0.99853 0.0 0.0 0.0
C 2.77248 0.91938 1.21242 0.0 0.0 0.0
N 1.57504 1.10728 0.66161 0.0 0.0 0.0
H -2.16665 2.73474 -2.43045 0.0 0.0 0.0
H -4.46261 2.17360 -3.13255 0.0 0.0 0.0
H -5.63374 0.21928 -2.17790 0.0 0.0 0.0
H -4.53189 -1.21904 -0.50616 0.0 0.0 0.0
H -2.51669 -3.91057 2.82971 0.0 0.0 0.0
H -0.72389 -4.67732 4.42478 0.0 0.0 0.0
H 1.42377 -3.39789 4.48754 0.0 0.0 0.0
H 1.69374 -1.45050 2.98175 0.0 0.0 0.0
H 2.19570 3.91117 -1.05608 0.0 0.0 0.0
H 4.45719 3.57441 -0.00227 0.0 0.0 0.0
H 4.79123 1.57058 1.45445 0.0 0.0 0.0
H 2.88308 0.03762 1.82821 0.0 0.0 0.0
S 0.44281 -2.92211 -0.70446 0.0 0.1 0.1
C 0.87611 -1.36301 -1.07494 0.1 -0.1 -0.2
Cl 2.61984 2.39864 -3.76278 0.0 0.0 0.0
C 2.95322 0.70878 -3.30860 -0.1 0.0 0.0
Cl 4.61752 0.66057 -2.56251 0.0 0.0 0.0
Cl 3.01421 -0.28797 -4.79477 0.0 0.0 0.0
C 1.94997 0.25145 -2.35871 0.1 0.0 0.0
N 1.67635 -0.96060 -2.02915 -0.1 0.1 0.1
```
Positions in Å, forces in eV/Å.

Values from the calculation:
Orbital gap (spin up / spin down): 5.60 / 5.95 eV
Charge: 0
Energy relative to the best compared isomer or geometry (same formula, charge and spin): 0.007 eV
Energy: -3120.8983 Eh
HOMO level (spin up / spin down): -6.2 / -8.6 eV
Multiplicity: 6